The following is a quantum chemistry calculation of a 2-piece molecular cluster, Br2S2 overall, from the Open Molecules 2025 dataset.

## Properties
HOMO-LUMO gap (alpha / beta) = 4.48 / 4.45 eV
E = -161752.0815 eV
lowest unoccupied orbital energy (alpha / beta) = -3.92 / -3.93 eV
ΔE to the lowest compared entry with this formula, charge and spin = 80.0 kcal/mol

The geometry in XYZ format:
```
4
Properties=species:S:1:pos:R:3:forces:R:3:lowdin_charge:R:1
S 0.9890 0.6328 1.0567 0.0 -0.5 0.0 -0.123
S -0.3398 -2.2729 -0.0032 0.8 1.1 0.7 -0.059
Br 0.7210 2.6069 0.2301 -0.2 -0.8 0.0 0.116
Br -1.3701 -0.9668 -1.2836 -0.6 0.1 -0.7 0.066
```
Forces are in eV/Å.

***

The following is a quantum chemistry calculation of C36H37HfN2O3PS2Si as an isolated structure, from the Open Molecules 2025 dataset.

## Properties
HOMO-LUMO gap = 8.38 eV
E = -87207.1479 eV
lowest unoccupied orbital energy = -0.28 eV
ΔE to the lowest compared entry with this formula, charge and spin = 0.0 kcal/mol

The geometry in XYZ format:
```
83
Properties=species:S:1:pos:R:3:forces:R:3:lowdin_charge:R:1
Hf 0.8574 -1.3112 -0.6807 -1.3 0.4 -0.4 1.256
C 1.1194 -3.9573 2.9721 0.0 0.2 -0.2 -0.030
C 2.3698 -4.5457 2.8700 0.6 -0.5 0.4 -0.047
C 3.1906 -4.2664 1.7991 -0.5 0.6 -0.5 0.013
C 2.7093 -3.3905 0.8035 0.6 -0.3 0.6 -0.197
N 1.5225 -2.7894 0.9377 0.0 -0.2 0.1 -0.030
C 0.7423 -3.0703 1.9821 0.3 -0.3 0.6 -0.106
C 3.4670 -3.0220 -0.3998 0.1 -0.3 0.1 -0.219
C 4.6725 -3.6482 -0.6795 0.2 -0.4 0.0 -0.044
C 5.3656 -3.3185 -1.8178 0.4 0.4 -0.6 -0.078
C 4.8643 -2.3508 -2.6877 0.1 -0.1 0.5 -0.076
C 3.6617 -1.7333 -2.3924 0.2 -0.2 -0.1 -0.159
C 2.9252 -2.0565 -1.2502 -0.2 0.5 -0.1 -0.224
H 0.4859 -4.1577 3.8200 -0.2 0.1 0.0 0.109
H 2.7451 -5.2314 3.6419 -0.3 0.3 -0.3 0.121
H 4.1877 -4.6776 1.7294 -0.2 0.0 0.0 0.105
H -0.1822 -2.5333 2.0548 -0.3 0.1 0.0 0.084
H 5.0839 -4.4285 -0.0476 -0.1 0.1 0.0 0.102
H 6.3171 -3.7888 -2.0304 0.0 -0.1 0.0 0.103
H 5.4244 -2.0310 -3.5519 0.1 -0.1 -0.2 0.101
H 3.3243 -0.9879 -3.0933 -0.2 0.1 0.0 0.027
O 0.4538 -0.1806 0.9169 0.9 -0.9 -1.3 -0.446
Si -0.5227 0.5847 1.9387 -0.4 0.4 0.7 0.487
C -0.0293 0.1146 3.7018 -0.2 -0.2 0.0 -0.218
C 1.1150 0.6743 4.2815 0.3 0.8 -0.2 -0.090
C 1.4910 0.3908 5.5896 -0.3 0.2 0.0 -0.082
C 0.7113 -0.5036 6.3299 0.7 0.3 0.1 -0.102
C -0.4010 -1.1011 5.7720 -0.4 -0.3 0.0 -0.092
C -0.7802 -0.7860 4.4615 0.6 0.4 0.5 -0.095
C -2.2772 0.0169 1.5394 0.3 0.2 0.1 -0.233
C -3.3906 0.8093 1.8245 -0.2 0.1 0.1 -0.086
C -4.6803 0.2918 1.6781 0.4 -0.2 0.0 -0.075
C -4.8381 -1.0099 1.1883 0.3 0.6 0.2 -0.083
C -3.7411 -1.7755 0.8063 0.0 0.0 0.1 -0.067
C -2.4653 -1.2627 1.0025 -0.2 0.4 0.3 -0.152
C -0.2090 2.4309 1.8097 0.0 0.6 0.1 -0.227
C 0.7825 2.8892 0.9287 -0.3 0.0 0.4 -0.115
C 1.1296 4.2345 0.8400 0.0 0.5 -0.3 -0.087
C 0.4505 5.1821 1.6061 -0.2 -0.8 0.1 -0.083
C -0.5437 4.7479 2.4875 0.2 0.5 0.0 -0.091
C -0.8391 3.4010 2.6129 0.1 -0.1 -0.2 -0.096
H 1.6627 1.4425 3.7067 -0.1 -0.5 0.4 0.112
H 2.3198 0.9309 6.0661 -0.3 -0.4 -0.3 0.107
H 1.0030 -0.6999 7.3591 -0.2 -0.1 -0.1 0.101
H -0.9837 -1.7994 6.3859 0.1 0.3 -0.4 0.106
H -1.6928 -1.1656 4.0543 -0.5 -0.4 -0.2 0.091
H -3.2296 1.8410 2.1666 -0.2 -0.5 0.0 0.096
H -5.5430 0.8870 1.9726 0.1 -0.2 -0.2 0.102
H -5.8243 -1.4212 1.1345 -0.4 -0.2 -0.2 0.094
H -3.8918 -2.7725 0.3922 0.1 0.2 0.1 0.114
H -1.5865 -1.8488 0.7671 -0.2 -0.2 -0.2 0.029
H 1.2762 2.1494 0.3306 0.3 -0.1 -0.4 0.058
H 1.9007 4.5758 0.1328 -0.3 -0.3 0.4 0.110
H 0.6878 6.2299 1.5494 0.1 0.2 -0.1 0.096
H -1.0755 5.4882 3.0929 0.2 -0.3 -0.1 0.105
H -1.5574 3.1391 3.3754 -0.2 -0.3 0.0 0.100
C -1.4738 1.1242 -6.3105 0.5 -0.4 -0.1 -0.042
C -1.0774 -0.1962 -5.6714 -0.3 0.2 0.5 -0.411
C -2.2421 -0.9954 -5.1277 0.3 0.3 0.8 -0.086
O -0.0749 0.0769 -4.6455 0.3 0.1 -0.1 -0.290
P -0.2610 0.6732 -3.2028 -0.1 -0.3 0.5 -0.057
S 1.5420 0.6878 -2.3293 0.2 0.4 -0.1 0.364
S -1.3323 -0.5391 -2.0572 -0.3 -0.1 0.4 0.372
O -0.9578 2.0632 -3.4802 -0.1 -0.3 -0.3 -0.292
C -1.2350 3.2805 -2.7235 0.8 -0.1 0.1 -0.407
C -1.8919 2.9994 -1.3890 0.1 -0.1 -0.1 -0.040
C 0.0586 4.0631 -2.6660 0.4 0.2 0.6 -0.055
H -2.1419 0.9208 -7.1438 -0.1 0.2 0.0 0.087
H -0.5680 1.6021 -6.6822 -0.1 0.1 -0.1 0.088
H -1.9220 1.7850 -5.5767 -0.3 0.0 -0.1 0.068
H -0.5473 -0.8321 -6.3735 0.2 0.1 -0.1 0.142
H -2.8794 -0.4243 -4.4458 0.0 0.1 -0.3 0.066
H -1.9166 -1.8556 -4.5512 0.2 -0.1 -0.1 0.066
H -2.8093 -1.3501 -5.9540 -0.7 -0.2 -0.7 0.074
H -1.8960 3.8380 -3.3712 -0.4 -0.1 -0.2 0.137
H -1.2341 2.3757 -0.7663 -0.4 0.1 -0.2 0.058
H -2.8746 2.5410 -1.5383 0.3 -0.2 0.1 0.090
H -2.0503 3.9365 -0.8544 0.1 0.1 0.0 0.092
H 0.8151 3.5950 -2.0084 -0.5 0.2 -0.3 0.053
H -0.1585 5.0770 -2.3216 0.1 -0.1 0.2 0.089
H 0.4876 4.1736 -3.6550 0.0 -0.2 -0.3 0.083
N -0.7086 -4.1967 -1.7614 -0.1 0.0 0.2 -0.023
C -0.3858 -3.2524 -1.1747 0.6 0.4 -0.1 -0.428
```
Forces are in eV/Å.

***

The following is a quantum chemistry calculation of C27H40AlN6O3S2 as an isolated structure, from the Open Molecules 2025 dataset.

## Properties
HOMO-LUMO gap = 8.52 eV
E = -71998.1420 eV
lowest unoccupied orbital energy = -2.05 eV
ΔE to the lowest compared entry with this formula, charge and spin = 20.6 kcal/mol
total charge = +1

The geometry in XYZ format:
```
79
Properties=species:S:1:pos:R:3:forces:R:3:lowdin_charge:R:1
Al 0.4800 -0.3381 0.1001 -0.1 0.1 0.2 -0.102
C 2.4101 3.5355 2.2643 -0.1 0.0 -0.1 -0.006
N 1.8074 3.7709 0.9515 0.1 0.0 0.1 -0.099
C 1.2637 4.9695 0.5287 0.2 0.0 0.4 -0.017
C 0.7765 4.7755 -0.6996 -0.2 -0.2 -0.3 -0.023
N 1.0115 3.4418 -1.0369 0.1 -0.1 0.0 0.041
C 1.6693 2.8243 0.0001 -0.5 0.4 -0.1 -0.578
S 2.2987 1.2527 0.2000 0.2 -0.1 -0.5 0.866
C 0.7314 2.9118 -2.3436 0.1 0.1 0.0 -0.246
C 0.5910 3.7930 -3.4102 0.0 0.2 0.0 0.005
C 0.3650 3.2629 -4.6669 0.0 0.1 0.0 -0.044
C 0.3071 1.8886 -4.8187 0.0 -0.1 0.0 -0.046
C 0.4535 1.1052 -3.6878 0.1 0.0 0.1 -0.144
N 0.6407 1.6066 -2.4637 0.1 -0.1 0.0 0.127
H 2.5501 4.4942 2.7530 0.0 0.1 0.0 0.097
H 3.3670 3.0397 2.1468 0.1 0.0 -0.1 0.083
H 1.7606 2.9024 2.8638 -0.1 0.0 0.0 0.082
H 1.2670 5.8546 1.1447 0.0 -0.1 0.0 0.136
H 0.2387 5.4539 -1.3387 0.1 -0.1 0.1 0.124
H 0.6823 4.8628 -3.2821 0.0 -0.1 0.0 0.107
H 0.2592 3.9224 -5.5190 0.0 0.0 0.0 0.119
H 0.1552 1.4322 -5.7884 0.0 0.0 0.1 0.115
H 0.4201 0.0242 -3.7474 0.0 0.0 0.0 0.091
C -1.4642 1.0673 4.3480 0.0 0.0 -0.1 -0.096
C -2.2948 0.8896 3.2509 0.1 0.0 0.0 -0.088
C -1.7573 0.5210 2.0171 -0.1 0.1 0.0 -0.108
C -0.3879 0.2983 1.8254 0.0 -0.1 0.0 -0.178
C 0.4180 0.4900 2.9608 -0.1 0.0 0.0 -0.171
C -0.0961 0.8731 4.1949 0.0 0.0 -0.1 -0.104
H -1.8780 1.3538 5.3073 0.0 0.0 0.0 0.101
H -3.3635 1.0425 3.3549 0.0 0.0 0.0 0.100
H -2.4357 0.4149 1.1748 0.1 0.0 0.1 0.071
H 1.4892 0.3317 2.8786 0.0 0.0 0.0 0.080
H 0.5685 1.0153 5.0411 0.0 0.0 0.0 0.102
C 3.5756 -4.4562 0.5741 0.0 0.1 0.0 -0.027
N 3.2427 -3.0325 0.6221 -0.1 0.0 -0.1 -0.093
C 3.8040 -2.2585 -0.4812 0.2 -0.1 0.0 -0.022
C 2.2513 -2.5471 1.4011 -0.1 -0.4 -0.3 -0.403
O 1.5648 -1.5453 1.0739 0.3 0.2 0.3 -0.008
N 1.9578 -3.1946 2.5483 0.0 0.0 0.3 -0.111
C 2.9758 -3.8325 3.3804 -0.1 0.0 0.0 -0.036
C 0.6969 -2.9110 3.2336 0.2 -0.1 -0.1 -0.007
H 3.4269 -4.8101 -0.4471 0.0 0.0 0.0 0.097
H 2.9263 -5.0306 1.2270 0.0 0.0 0.0 0.085
H 4.6172 -4.6316 0.8498 0.0 0.0 0.0 0.099
H 4.8922 -2.2418 -0.3933 0.0 0.0 0.0 0.104
H 3.4362 -1.2454 -0.4692 -0.1 0.2 0.1 0.047
H 3.5388 -2.7157 -1.4374 0.1 0.0 0.1 0.079
H 3.9665 -3.6847 2.9627 0.0 0.0 0.0 0.089
H 2.7883 -4.9017 3.4969 0.0 0.0 0.0 0.096
H 2.9506 -3.3748 4.3715 0.0 0.0 0.0 0.098
H -0.0495 -2.5690 2.5258 0.0 0.0 0.0 0.085
H 0.8205 -2.1378 3.9929 0.0 0.0 0.0 0.094
H 0.3502 -3.8281 3.7100 0.0 0.0 0.0 0.099
O 1.5936 -3.4354 -2.4810 -0.3 0.6 0.2 0.084
C 1.2268 -2.4338 -1.9510 0.0 -0.1 0.1 -0.445
N 0.8680 -1.4298 -1.4117 0.0 -0.5 -0.5 0.152
C -4.2862 2.5662 -2.9592 0.0 0.0 0.0 -0.095
C -3.0248 1.8387 -2.5011 -0.1 0.0 0.0 -0.293
C -3.3236 0.3805 -2.1519 0.1 0.1 -0.1 -0.324
S -1.7883 -0.5353 -2.0509 0.0 0.0 0.2 1.054
O -1.2030 -0.0086 -0.7282 -0.2 0.1 -0.2 -0.487
C -2.3609 -2.2164 -1.6961 0.1 0.0 0.1 -0.302
C -2.6763 -2.5150 -0.2295 -0.1 0.1 -0.1 -0.259
C -4.0755 -2.1108 0.2304 0.0 0.0 -0.1 -0.086
H -4.0789 3.6205 -3.1466 0.0 0.0 0.0 0.076
H -5.0715 2.5073 -2.1995 0.1 0.0 -0.1 0.082
H -4.6762 2.1292 -3.8824 0.0 0.0 0.1 0.080
H -2.6046 2.3338 -1.6220 0.0 -0.1 0.0 0.113
H -2.2643 1.8785 -3.2880 0.0 0.0 0.0 0.090
H -3.9070 -0.1101 -2.9378 0.0 0.0 0.0 0.110
H -3.8473 0.2935 -1.2008 0.0 0.0 -0.1 0.089
H -1.5316 -2.8337 -2.0429 0.0 0.0 0.0 0.079
H -3.2146 -2.3891 -2.3574 0.0 0.0 0.0 0.102
H -1.9261 -2.0345 0.4050 0.0 -0.1 0.0 0.083
H -2.5556 -3.5919 -0.1068 0.0 0.0 0.0 0.118
H -4.1691 -1.0300 0.3545 0.0 -0.1 0.0 0.054
H -4.3072 -2.5655 1.1937 0.0 0.0 0.0 0.082
H -4.8331 -2.4435 -0.4846 0.0 0.0 0.1 0.083
```
Forces are in eV/Å.

***

The following is a quantum chemistry calculation of C4H9FN2O as an isolated structure, from the Open Molecules 2025 dataset.

## Properties
HOMO-LUMO gap = 10.30 eV
E = -12033.3133 eV
lowest unoccupied orbital energy = 0.87 eV
ΔE to the lowest compared entry with this formula, charge and spin = 116.9 kcal/mol

The geometry in XYZ format:
```
17
Properties=species:S:1:pos:R:3:forces:R:3:lowdin_charge:R:1
C -0.7762 -1.1091 1.8109 7.4 -1.6 2.9 -0.040
C -1.1469 0.4007 -0.9145 0.5 -0.3 -3.0 -0.201
C -0.9488 1.7702 -1.5913 -1.5 3.1 2.8 -0.202
C 1.4202 -1.0510 0.8845 -1.3 3.5 -1.9 -0.328
H -1.5965 -0.7873 1.4477 -6.7 1.9 -1.0 -0.015
H -0.7297 -2.2377 2.0738 -0.2 2.3 0.0 0.124
H -0.2173 -0.3089 2.5796 -2.1 -2.5 -1.2 0.158
H -0.9115 -0.3293 -1.7772 0.4 0.6 1.5 0.151
H -2.1596 0.0873 -0.6454 -0.2 0.8 0.1 0.119
H -1.8590 2.1571 -2.1136 0.8 -0.9 -0.1 0.113
H -0.8555 2.6670 -0.7152 0.2 -2.5 -2.2 0.172
H 1.8803 -0.0591 0.2627 -0.4 -2.9 1.7 0.181
H 3.0423 -1.3511 1.7234 -4.1 -2.7 0.6 0.175
N -0.0003 -0.9051 0.5754 1.9 -2.8 1.4 -0.232
N 1.8615 -1.8660 1.7635 4.8 3.4 -1.5 0.057
O -0.2885 0.3748 0.1885 0.8 1.1 -0.6 -0.180
F 0.1551 1.8330 -2.4282 -0.5 -0.4 0.5 -0.053
```
Forces are in eV/Å.

***

The following is a quantum chemistry calculation of one molecule with the formula C3H5NO2, from the Open Molecules 2025 dataset.

## Properties
HOMO-LUMO gap = 10.66 eV
E = -8774.8117 eV
lowest unoccupied orbital energy = 0.81 eV
ΔE to the lowest compared entry with this formula, charge and spin = 66.5 kcal/mol
structure (SMILES) = O=C1NC[C@@H]1O

The geometry in XYZ format:
```
11
Properties=species:S:1:pos:R:3:forces:R:3:lowdin_charge:R:1
O -0.1017 1.8155 -1.4485 0.5 -0.9 0.0 0.117
C 0.1990 0.8816 -0.7535 -0.3 0.3 -0.1 -0.441
N 1.3458 0.0710 -0.6177 -0.5 -1.2 2.4 0.123
C 0.5585 -0.7978 0.4752 0.0 0.4 0.3 -0.077
C -0.4842 0.2888 0.4634 -0.2 0.2 0.4 -0.334
O -1.7870 -0.1477 0.2405 -0.4 0.2 0.1 0.014
H 1.5432 -0.8594 -0.8969 1.2 -0.1 -3.2 0.091
H 1.1483 -1.0005 1.3709 -0.2 0.3 0.0 0.112
H 0.1533 -1.7522 0.0699 0.4 0.7 0.0 0.131
H -0.3545 0.9321 1.3373 -0.3 0.2 0.1 0.158
H -2.2206 0.5685 -0.2406 -0.2 -0.1 0.0 0.106
```
Forces are in eV/Å.

***

The following is a quantum chemistry calculation of C3H7N3O as an isolated structure, from the Open Molecules 2025 dataset.

## Properties
HOMO-LUMO gap = 9.15 eV
E = -9739.3431 eV
lowest unoccupied orbital energy = 0.48 eV
ΔE to the lowest compared entry with this formula, charge and spin = 85.1 kcal/mol

The geometry in XYZ format:
```
14
Properties=species:S:1:pos:R:3:forces:R:3:lowdin_charge:R:1
C 1.9337 0.7083 -0.2946 -0.2 0.2 -0.4 -0.086
C -0.5996 -1.5723 0.1975 0.0 0.1 0.5 -0.050
C -1.1033 0.9324 0.1332 1.1 -0.2 -0.1 -0.467
O -2.4089 1.1203 -0.0217 -0.1 0.2 0.2 0.129
N -0.1318 1.6987 0.5256 -0.8 0.8 0.0 0.129
N 0.7371 0.5628 0.4971 -0.4 -0.9 0.7 -0.173
N -0.3407 -0.1948 -0.1278 0.3 0.1 -0.8 -0.087
H -2.8349 0.2930 -0.2760 0.1 0.1 0.0 0.117
H 2.4771 -0.2353 -0.2749 0.0 0.0 0.0 0.075
H 1.7222 0.9951 -1.3299 0.0 0.0 0.0 0.079
H 2.5290 1.4849 0.1792 0.1 0.0 0.0 0.081
H -1.4506 -1.9160 -0.3908 0.0 -0.1 0.0 0.083
H -0.8054 -1.7209 1.2632 0.0 -0.1 0.0 0.088
H 0.2762 -2.1563 -0.0801 -0.1 -0.1 0.0 0.084
```
Forces are in eV/Å.

***

The following is a quantum chemistry calculation of a 2-piece molecular cluster, C8H13PSi overall, from the Open Molecules 2025 dataset.

## Properties
HOMO-LUMO gap (alpha / beta) = 7.75 / 7.87 eV
E = -25668.2561 eV
lowest unoccupied orbital energy (alpha / beta) = -1.30 / 0.02 eV
ΔE to the lowest compared entry with this formula, charge and spin = 86.6 kcal/mol

The geometry in XYZ format:
```
23
Properties=species:S:1:pos:R:3:forces:R:3:lowdin_charge:R:1
C 1.7755 -2.5067 0.3962 -0.2 2.5 -1.3 -0.111
C 0.8143 -2.2507 1.3114 -1.1 -2.2 4.8 -0.123
C 1.9991 -1.4537 -0.5234 1.1 -0.6 -1.6 -0.066
C 0.1474 -1.0366 1.4924 -1.9 -1.9 0.0 -0.120
C 1.2464 -0.2436 -0.4658 1.1 -2.6 -0.6 -0.170
C 0.2143 -0.1698 0.4633 0.2 3.5 -1.1 -0.432
C -0.5455 -0.4078 -3.6466 -0.5 -1.6 1.4 0.085
C -2.3539 1.5825 1.5640 0.7 1.3 -2.9 -0.270
Si -0.8780 1.3760 0.1568 -1.1 -0.6 2.5 0.576
P 0.5171 3.0888 0.5170 0.7 0.3 -1.5 0.551
H 2.3612 -3.3868 0.4025 0.2 -0.8 -0.2 0.090
H 0.5818 -3.0730 2.1179 0.5 1.6 -1.6 0.137
H 2.7246 -1.7829 -1.3817 -1.2 1.5 1.6 0.132
H -0.6907 -0.9037 2.2082 0.9 -0.4 -0.2 0.110
H 1.3986 0.5730 -1.1606 0.1 -0.2 -0.2 0.063
H -0.4290 -0.4805 -4.7034 -0.1 0.1 -0.5 -0.029
H 0.1965 0.0697 -3.0532 0.4 0.7 0.0 -0.066
H -1.0335 -1.2316 -3.0657 0.2 0.9 -0.9 0.009
H -2.1210 1.3543 2.5618 1.1 0.0 1.4 -0.023
H -2.5637 2.7072 1.4427 -0.2 -1.8 0.4 0.025
H -3.1885 0.9164 1.3792 -0.5 0.4 -0.6 -0.008
H 0.2227 3.1609 1.8466 -0.4 0.0 1.2 -0.188
H -0.3959 4.0986 0.1404 -0.1 0.1 0.0 -0.174
```
Forces are in eV/Å.

***

The following is a quantum chemistry calculation of C6H6 as an isolated structure, from the Open Molecules 2025 dataset.

## Properties
HOMO-LUMO gap (alpha / beta) = 7.02 / 7.21 eV
E = -6311.8024 eV
lowest unoccupied orbital energy (alpha / beta) = -1.43 / -1.43 eV
ΔE to the lowest compared entry with this formula, charge and spin = 170.6 kcal/mol

The geometry in XYZ format:
```
12
Properties=species:S:1:pos:R:3:forces:R:3:lowdin_charge:R:1
C -0.5360 1.1799 2.0000 0.2 0.2 -0.3 0.104
C -0.0711 -0.6295 0.2050 -0.2 -0.4 0.0 -0.213
C 0.3827 -0.7322 -2.3112 1.3 2.5 3.1 0.019
C 0.1484 0.6644 0.9653 -0.3 -0.5 0.1 -0.446
C 1.2615 1.1593 0.2277 -0.6 -1.3 -2.8 0.253
C 0.5799 -0.1327 -1.0751 -0.2 -0.2 0.1 -0.161
H -1.2834 0.6093 2.5322 -0.2 0.0 -0.1 0.071
H -0.4196 2.2166 2.2743 0.2 0.1 0.2 0.067
H 0.4561 -1.4739 0.6496 0.0 -0.1 0.0 0.113
H -1.1279 -0.8955 0.0979 0.0 0.0 0.1 0.115
H 0.8166 -0.3376 -3.2093 0.1 0.1 -0.3 0.034
H -0.2072 -1.6281 -2.3564 -0.3 -0.3 0.0 0.045
```
Forces are in eV/Å.